Record 1
{
  "formula": "C32H51MnN2OP3",
  "method": "ωB97M-V/def2-TZVPD",
  "elements": ["C", "C", "C", "C", "C", "C", "C", "C", "C", "C", "C", "C", "C", "H", "H", "H", "H", "H", "H", "H", "N", "Mn", "C", "H", "H", "C", "H", "H", "P", "P", "C", "H", "H", "H", "C", "H", "H", "H", "C", "H", "H", "H", "C", "H", "H", "H", "C", "O", "H", "C", "C", "C", "C", "P", "N", "C", "C", "C", "C", "C", "C", "C", "C", "H", "H", "H", "H", "H", "H", "H", "H", "H", "H", "H", "H", "H", "H", "H", "H", "H", "H", "H", "H", "H", "H", "H", "H", "H", "H", "H"],
  "coordinates": [[-1.46540, 3.38230, -3.60020], [-1.28400, 2.02530, -3.38430], [-0.01360, 1.43510, -3.72300], [1.05880, 2.26810, -4.22940], [0.81180, 3.66170, -4.43850], [-0.42450, 4.19710, -4.13860], [2.29870, 1.64910, -4.47080], [2.47800, 0.28040, -4.19910], [1.32890, -0.45720, -3.71390], [1.45500, -1.85490, -3.38640], [2.68710, -2.46770, -3.55250], [3.81600, -1.74810, -4.04710], [3.72130, -0.40780, -4.36360], [-2.42460, 3.84600, -3.34360], [1.61880, 4.29290, -4.82610], [-0.61300, 5.26410, -4.29700], [3.13680, 2.24190, -4.85550], [2.80120, -3.52740, -3.29740], [4.76970, -2.27270, -4.16640], [4.59250, 0.14680, -4.72900], [0.13090, 0.11620, -3.51960], [0.00000, 0.00000, 0.00000], [-2.31390, 1.15020, -2.73110], [-2.28450, 0.13800, -3.16560], [-3.32630, 1.57750, -2.83970], [0.25470, -2.54270, -2.81270], [-0.65840, -2.18680, -3.31700], [0.33200, -3.63970, -2.91260], [-2.00370, 0.93780, -0.88140], [0.00200, -2.16240, -0.97470], [1.31010, -3.27330, -0.26610], [1.20540, -3.29450, 0.83140], [1.24590, -4.30220, -0.66420], [2.29830, -2.84590, -0.50380], [-1.51180, -3.21550, -0.70110], [-1.35680, -4.25690, -1.03590], [-1.76740, -3.21550, 0.37220], [-2.35900, -2.78170, -1.25880], [-2.32280, 2.66340, -0.29820], [-3.26910, 3.06860, -0.70050], [-2.35310, 2.65630, 0.80320], [-1.47790, 3.29750, -0.61100], [-3.59820, 0.10830, -0.39980], [-3.62210, -0.02000, 0.69580], [-4.47610, 0.70110, -0.71290], [-3.64830, -0.88900, -0.86650], [1.68070, -0.18640, 0.78640], [2.75740, -0.21340, 1.24250], [0.78230, 0.65570, -1.17320], [-0.86900, -3.25620, 3.12310], [-1.70640, -2.17370, 3.82930], [-3.16750, -2.34440, 3.37960], [-1.62540, -2.48290, 5.34020], [-1.08520, -0.38720, 3.36440], [-1.24070, -0.36280, 1.68330], [-2.31080, 1.02690, 3.97940], [-2.71670, 0.83830, 5.45460], [-1.66740, 2.42110, 3.84940], [-3.61640, 1.09400, 3.16770], [0.73260, -0.02200, 3.99980], [1.32160, 1.27840, 3.38400], [0.80370, 0.19630, 5.53200], [1.64440, -1.23640, 3.72750], [-1.34630, -4.25600, 3.21310], [0.13390, -3.38970, 3.54440], [-0.72320, -2.99830, 2.07690], [-3.51460, -3.38630, 3.54750], [-3.83810, -1.71560, 3.99020], [-3.28620, -2.10960, 2.30110], [-0.57680, -2.50290, 5.68610], [-2.18350, -1.77210, 5.96550], [-2.03830, -3.49340, 5.55120], [-1.84800, 0.75830, 6.12920], [-3.32750, 1.69940, 5.80540], [-3.35590, -0.05280, 5.57560], [-1.26340, 2.58540, 2.82980], [-2.40310, 3.22650, 4.06470], [-0.88820, 2.56800, 4.61060], [-3.39980, 1.40540, 2.14710], [-4.19240, 0.16100, 3.15050], [-4.29310, 1.87690, 3.57620], [0.98240, 2.19590, 3.87610], [2.42580, 1.31280, 3.51470], [1.04220, 1.44220, 2.33820], [0.40320, -0.65300, 6.10810], [1.86060, 0.33990, 5.85460], [0.26610, 1.10490, 5.84720], [1.42460, -2.04570, 4.44580], [1.52270, -1.66270, 2.72310], [2.71260, -0.98880, 3.90970]],
  "mulliken_charge": [-0.2493, 0.0836, 0.1903, 0.7497, -0.9204, -0.7906, -0.9694, 0.7161, 0.1143, 0.2023, -0.3095, -0.7896, -0.9483, 0.4131, 0.4318, 0.3800, 0.4386, 0.4270, 0.3780, 0.4294, -0.1358, -0.6965, -1.0987, 0.3774, 0.7778, -1.1606, 0.4189, 0.7815, 1.0109, 1.2515, -1.4749, 0.2580, 0.4739, 0.4470, -1.0643, 0.4796, 0.0914, 0.3473, -1.2679, 0.3710, 0.1273, 0.4070, -0.9212, -0.0619, 0.4846, 0.3483, 0.6488, -0.2784, 0.4354, -1.4680, 1.8384, -1.7006, -1.7194, -0.1314, 0.1628, 1.9433, -1.8060, -1.8787, -1.4185, 2.0799, -1.6312, -1.5897, -1.5583, 0.5664, 0.2459, -0.2231, 0.5184, 0.3966, 0.1597, 0.3114, 0.2442, 0.4740, 0.2848, 0.4807, 0.3036, 0.2883, 0.4905, 0.3718, -0.0126, 0.2528, 0.5488, 0.3787, 0.4261, 0.0798, 0.2702, 0.4765, 0.2717, 0.3861, 0.0393, 0.4924],
  "multiplicity": 5,
  "de_lowest_ev": 0.921,
  "total_charge": 1,
  "homo_lumo_gap_ev": [7.28, 6.34]
}

Record 2
{
  "formula": "C23H31FN3SeTc",
  "method": "ωB97M-V/def2-TZVPD",
  "elements": ["Tc", "C", "C", "C", "C", "C", "C", "C", "H", "H", "H", "H", "H", "H", "H", "H", "Se", "C", "C", "C", "C", "C", "C", "H", "H", "H", "H", "H", "N", "C", "C", "N", "C", "C", "H", "H", "H", "H", "H", "H", "H", "H", "H", "H", "H", "N", "C", "C", "C", "C", "C", "C", "H", "H", "H", "H", "H", "H", "H", "F"],
  "coordinates": [[0.08749, 0.36172, -0.24869], [-1.60041, 2.98484, 3.57239], [-1.76908, 2.50722, 2.13955], [-2.98848, 2.40322, 1.47113], [-3.09310, 2.31899, 0.09996], [-1.94608, 2.24181, -0.69333], [-0.65194, 2.18792, -0.06369], [-0.60408, 2.30236, 1.36762], [-1.01876, 2.28414, 4.21621], [-2.61852, 3.03292, 4.04138], [-1.15391, 3.96931, 3.58687], [-3.89030, 2.38135, 2.06167], [-4.11473, 2.35730, -0.38709], [-1.99021, 2.30200, -1.83518], [0.28611, 2.43673, -0.67110], [0.37653, 2.39175, 1.81685], [2.28528, 0.49052, 0.39629], [2.72916, -1.37310, 0.81072], [2.62039, -1.94451, 2.09668], [2.87849, -3.27777, 2.30433], [3.40998, -4.05949, 1.27837], [3.42114, -3.55919, 0.00288], [3.15445, -2.18941, -0.24250], [2.32302, -1.36410, 2.96447], [2.65999, -3.72396, 3.28013], [3.82324, -5.03122, 1.48952], [3.60073, -4.19970, -0.87579], [3.27948, -1.75791, -1.27975], [-2.75947, -3.35280, 1.17505], [-3.36061, -2.40750, 0.16996], [-2.32512, -1.37866, -0.30368], [-1.39794, -0.76655, 0.69131], [-0.83582, -1.84139, 1.56376], [-1.93326, -2.65253, 2.29081], [-2.24700, -4.08794, 0.63717], [-3.51395, -3.86880, 1.60921], [-4.25749, -1.95697, 0.63741], [-3.73363, -2.96598, -0.70205], [-2.83975, -0.58169, -0.89927], [-1.72603, -1.90791, -1.02713], [-1.99988, -0.20087, 1.30300], [-0.11722, -1.40392, 2.27449], [-0.29454, -2.51152, 0.86262], [-2.59485, -2.01872, 2.88087], [-1.46086, -3.40374, 2.95248], [0.57909, 0.70986, -2.25229], [1.50649, 1.73040, -2.84432], [2.86279, 1.83946, -2.51858], [3.55470, 2.88338, -3.13921], [3.00523, 3.60240, -4.19172], [1.68634, 3.39584, -4.59209], [0.95492, 2.49863, -3.90472], [-0.23797, 0.80705, -2.87964], [0.96675, -0.18616, -2.51205], [3.30483, 1.17463, -1.76295], [4.56639, 3.15680, -2.81655], [3.54781, 4.40475, -4.74855], [1.31392, 3.93920, -5.46205], [-0.07722, 2.36263, -4.21410], [0.36747, -1.48510, -0.97708]],
  "mulliken_charge": [0.0973, -1.2868, 0.1088, -0.5741, -0.7437, -0.3100, 0.0194, -0.4122, 0.3468, 0.3865, 0.3539, 0.4722, 0.4475, 0.3723, 1.1260, 0.5470, -0.0001, 0.5368, -0.5664, -0.4670, -0.5459, -0.6249, -0.1913, 0.6186, 0.4467, 0.4366, 0.4164, 0.2961, -0.0920, -1.0245, -0.3227, 0.4272, -0.6184, -0.8717, 0.4282, 0.3695, 0.3609, 0.4351, 0.4055, 0.3775, 0.2656, 0.3838, 0.3572, 0.3759, 0.4344, -0.2093, 1.1022, -0.2038, -0.8460, -0.4019, -0.7640, -0.4700, 0.2870, 0.4522, 0.1915, 0.4034, 0.3630, 0.4113, 0.2519, -0.5652],
  "multiplicity": 4,
  "de_lowest_ev": 0.000,
  "total_charge": 3,
  "homo_lumo_gap_ev": [6.07, 6.02]
}

Record 3
{
  "formula": "C38H33N11O5S2W",
  "method": "ωB97M-V/def2-TZVPD",
  "elements": ["W", "O", "C", "N", "C", "C", "C", "C", "C", "C", "N", "C", "O", "C", "C", "C", "C", "C", "N", "C", "C", "C", "C", "C", "N", "H", "H", "H", "H", "H", "H", "H", "H", "H", "H", "H", "H", "N", "C", "C", "C", "C", "C", "C", "S", "O", "O", "N", "C", "N", "C", "C", "C", "N", "H", "H", "H", "H", "H", "H", "H", "H", "H", "S", "C", "C", "C", "C", "C", "C", "H", "H", "H", "H", "H", "C", "N", "C", "C", "O", "N", "C", "N", "H", "H", "H", "H", "H", "H", "H"],
  "coordinates": [[0.79835, 1.11228, 0.65604], [1.20224, 4.29722, -1.93167], [1.46958, 3.40323, -1.14578], [0.98354, 3.18143, 0.09409], [0.05657, 4.10190, 0.61500], [0.19822, 5.48285, 0.56165], [-0.74467, 6.28335, 1.18330], [-1.81830, 5.71149, 1.85641], [-1.96813, 4.33471, 1.90359], [-1.02397, 3.53077, 1.26915], [-1.00988, 2.11793, 1.27690], [-2.17543, 1.45613, 1.33193], [-3.32035, 1.89937, 1.34365], [-1.94249, -0.00425, 1.49029], [-3.00095, -0.84307, 1.79342], [-2.74788, -2.17767, 2.02328], [-1.43019, -2.60698, 1.95638], [-0.43564, -1.70610, 1.63995], [-0.66868, -0.40709, 1.38483], [2.58557, 2.44136, -1.45680], [3.29360, 2.55372, -2.63510], [4.44400, 1.79420, -2.76071], [4.82871, 0.97573, -1.70874], [4.01208, 0.87775, -0.59400], [2.89065, 1.59162, -0.47252], [1.03809, 5.91869, 0.04063], [-0.63968, 7.36045, 1.14900], [-2.54921, 6.34052, 2.34876], [-2.80752, 3.88677, 2.41165], [-3.98249, -0.39375, 1.84375], [-3.54759, -2.86463, 2.26913], [-1.15077, -3.63140, 2.16159], [0.58101, -2.05578, 1.62476], [2.93730, 3.24140, -3.38717], [5.04507, 1.84630, -3.65923], [5.73055, 0.38238, -1.75605], [4.27151, 0.20331, 0.20751], [-2.07536, -5.72942, -3.27756], [-1.18404, -4.68929, -3.04047], [-0.53443, -4.57735, -1.80750], [0.30516, -3.51027, -1.54683], [0.48373, -2.52183, -2.50003], [-0.15046, -2.62278, -3.73058], [-0.97137, -3.70209, -4.00431], [1.55190, -1.14495, -2.23386], [1.01172, -0.06864, -3.01949], [2.90183, -1.55690, -2.48269], [1.36054, -0.76532, -0.64740], [2.20086, -1.28588, 0.27028], [2.87525, -2.43199, 0.20796], [3.71689, -2.64123, 1.20767], [3.90497, -1.76387, 2.27144], [3.07632, -0.65875, 2.31451], [2.20772, -0.45917, 1.33557], [-1.95072, -6.54460, -2.70031], [-2.21515, -5.96961, -4.24556], [-0.68529, -5.34006, -1.05197], [0.81655, -3.44948, -0.59451], [-0.00179, -1.84625, -4.47118], [-1.46109, -3.77777, -4.96906], [4.28287, -3.56529, 1.16168], [4.62747, -1.95172, 3.04976], [3.08041, 0.09093, 3.08671], [1.56693, 2.08590, 2.79410], [0.78378, 1.19065, 4.11814], [-0.59860, 1.23121, 4.32450], [-1.19132, 0.51282, 5.34897], [-0.41770, -0.24481, 6.22011], [0.95886, -0.24824, 6.06701], [1.54915, 0.46237, 5.03019], [-1.20157, 1.85550, 3.68292], [-2.26591, 0.56072, 5.48019], [-0.88322, -0.80081, 7.02419], [1.58503, -0.79925, 6.75871], [2.63021, 0.47391, 4.95128], [-3.61290, -0.18302, -4.46917], [-2.77398, -0.04246, -3.30613], [-1.89588, 1.08827, -3.04821], [-1.26124, 0.64320, -1.74875], [-0.43773, 1.34168, -1.15618], [-1.70771, -0.57176, -1.38173], [-2.57886, -0.93252, -2.32304], [-3.22599, -2.10575, -2.23667], [-4.11894, 0.76098, -4.67057], [-4.38662, -0.92695, -4.28613], [-3.03746, -0.47046, -5.35284], [-2.44343, 2.02205, -2.90739], [-1.13477, 1.21135, -3.81910], [-2.84544, -2.74148, -1.55249], [-3.63203, -2.52566, -3.05302]],
  "mulliken_charge": [2.6265, -0.7372, -0.3988, -0.1373, 0.3897, -0.5175, -0.7298, -0.8095, -1.1147, 0.1068, 0.9708, -0.3737, -0.7862, 0.5600, -0.9360, -1.2739, -0.5085, -0.1465, 1.4140, 0.5324, -0.6573, -0.4808, -0.9661, 0.0849, 0.1167, 0.4908, 0.3887, 0.3955, 0.4733, 0.6613, 0.4464, 0.6286, 0.0588, 0.5476, 0.4372, 0.4445, 0.5054, -0.6051, 1.0190, -1.0596, -0.0054, -0.6906, -0.3353, -0.8845, 1.6700, -0.6420, -0.7107, -0.2197, 0.2452, -0.4438, -0.8126, -1.1220, -0.4844, 0.0990, 0.2207, 0.2209, 0.3562, 0.2395, 0.5624, 0.3747, 0.5318, 0.4683, 0.5443, -0.5795, 0.3068, -0.1269, -0.5122, -0.5986, -0.7629, -0.3373, 0.3396, 0.4694, 0.3933, 0.3945, 0.5679, -1.0811, 0.1467, -0.6513, -0.5249, -0.0157, 0.5994, -0.2169, -0.3449, 0.3378, 0.3919, 0.3189, 0.4678, 0.3151, 0.2018, 0.2590],
  "multiplicity": 1,
  "de_lowest_ev": 0.000,
  "homo_lumo_gap_ev": 6.45
}

Record 4
{
  "formula": "C2H9NO2",
  "method": "ωB97M-V/def2-TZVPD",
  "elements": ["C", "C", "N", "H", "H", "H", "H", "H", "O", "H", "H", "O", "H", "H"],
  "coordinates": [[1.81424, 0.29670, -0.47760], [0.54854, -0.17787, -0.47769], [-0.44612, 0.52496, -1.09075], [2.11872, 1.19253, -1.01465], [2.65683, -0.36834, -0.11017], [0.28168, -1.00370, 0.19753], [0.03461, 1.28503, -1.54628], [-1.33749, 0.69484, -0.63549], [2.21849, -5.06847, 1.45270], [2.30092, -4.40159, 2.18353], [1.25822, -5.15922, 1.44022], [-3.69504, 4.42374, 0.08384], [-3.28871, 3.55813, 0.11444], [-3.26203, 5.01278, 0.70202]],
  "mulliken_charge": [-0.8167, 0.1412, -0.4544, 0.2134, 0.2003, 0.3082, 0.1919, 0.2191, -0.6393, 0.3222, 0.3165, -0.6374, 0.3125, 0.3226],
  "multiplicity": 1,
  "de_lowest_ev": 0.918,
  "smiles": "C=CN.O.O",
  "homo_lumo_gap_ev": 8.85
}

In eV, the E_tot values for the records above are, in order, -98219.7885, -99057.6541, -90070.8554, -7803.8079.